(1)
{
  "formula": "C7H8N3O",
  "method": "ωB97M-V/def2-TZVPD",
  "gap_ev": 7.30,
  "charge": 1,
  "homo_energy_ev": -13.387,
  "e_above_lowest_ev": 6.993,
  "multiplicity": 1,
  "symbols": ["C", "C", "O", "C", "C", "N", "N", "C", "N", "C", "C", "H", "H", "H", "H", "H", "H", "H", "H"],
  "xyz": [[2.662, -1.927, -1.031], [2.352, -0.405, -0.815], [3.225, 0.376, -0.985], [1.060, -0.488, -0.338], [-0.175, -0.943, -0.208], [-1.309, -0.288, 0.132], [-1.253, 0.969, 0.725], [-0.193, 1.886, 0.540], [-0.507, 2.871, 1.382], [-1.682, 2.663, 2.061], [-2.166, 1.482, 1.663], [3.464, -2.013, -1.678], [1.793, -2.425, -1.417], [2.923, -2.419, -0.100], [-0.509, -1.800, -0.789], [-2.092, -0.814, 0.108], [-0.011, 3.695, 1.322], [-2.039, 3.213, 2.932], [-3.135, 1.199, 1.926]],
  "atomic_forces_ev_per_a": [[-2.0099, -0.3548, 1.4072], [1.6612, -1.3919, 0.1682], [-0.1189, 1.2650, -0.0219], [-1.0639, 1.9245, 1.0275], [-1.6154, 0.7215, -1.5794], [4.7348, 2.1340, 0.7175], [0.2744, 1.5793, 0.3917], [-0.8800, -3.1174, -0.5438], [-0.5721, -1.8877, -0.4515], [-0.0857, 0.0199, 0.8315], [0.8876, 0.3061, -0.5749], [1.4838, 0.2447, -1.5472], [-0.2826, -0.6403, -0.4437], [-0.0140, 0.2522, 0.3143], [0.7290, -0.7438, 0.3502], [-3.4625, -1.2970, 0.2028], [1.2741, 2.0117, 0.3355], [0.1255, 0.3375, -0.7482], [-1.0652, -1.3634, 0.1644]]
}


(2)
{
  "formula": "C23H28MnNO2",
  "method": "ωB97M-V/def2-TZVPD",
  "gap_ev": [5.39, 6.60],
  "homo_energy_ev": [-5.589, -6.247],
  "s2": 6.2378,
  "multiplicity": 5,
  "symbols": ["C", "C", "C", "H", "C", "C", "H", "C", "C", "C", "H", "C", "C", "H", "H", "H", "H", "H", "H", "Mn", "C", "C", "C", "H", "H", "H", "H", "H", "H", "C", "C", "H", "H", "O", "N", "C", "H", "C", "C", "H", "C", "H", "C", "H", "C", "H", "C", "H", "H", "H", "C", "O", "H", "H", "H"],
  "xyz": [[2.071, 0.083, 1.499], [2.305, -0.565, 0.242], [2.118, 0.441, -0.782], [2.772, -1.557, 0.100], [1.593, 1.614, -0.157], [1.532, 1.375, 1.256], [1.448, 2.609, -0.607], [-1.239, -1.557, 1.499], [-0.060, -2.147, 0.864], [-0.338, -2.167, -0.558], [0.689, -2.722, 1.390], [-1.595, -1.519, -0.789], [-2.114, -1.089, 0.462], [2.447, 0.370, -1.834], [1.362, 2.177, 1.982], [2.343, -0.331, 2.473], [-3.061, -0.579, 0.606], [0.189, -2.782, -1.278], [-1.566, -1.776, 2.504], [0.220, -0.162, 0.232], [-2.381, -1.467, -2.088], [-3.764, -2.114, -1.889], [-1.642, -2.193, -3.222], [-3.679, -3.115, -1.449], [-4.277, -2.225, -2.851], [-4.411, -1.514, -1.239], [-1.684, -3.278, -3.063], [-0.587, -1.895, -3.289], [-2.124, -1.977, -4.183], [-2.573, 0.033, -2.439], [-1.274, 0.751, -2.696], [-3.062, 0.538, -1.586], [-3.243, 0.136, -3.313], [-0.338, 0.748, -1.840], [-1.174, 1.409, -3.843], [-0.213, 2.499, -4.047], [-1.911, 1.291, -4.567], [1.161, 1.984, -4.365], [2.291, 2.639, -3.877], [2.152, 3.527, -3.263], [3.557, 2.146, -4.188], [4.442, 2.651, -3.807], [3.689, 1.017, -4.998], [4.677, 0.634, -5.249], [2.551, 0.375, -5.497], [2.634, -0.501, -6.132], [1.286, 0.875, -5.191], [0.382, 0.404, -5.580], [-0.201, 3.135, -3.153], [-0.592, 3.103, -4.875], [-0.139, 0.165, 3.554], [-0.459, 0.254, 2.180], [-1.049, 0.419, 4.105], [0.642, 0.858, 3.919], [0.206, -0.857, 3.765]],
  "atomic_forces_ev_per_a": [[1.0176, 0.8560, 0.2016], [1.1624, 0.9015, -0.0159], [0.6086, 0.7626, -0.1389], [-0.5404, 0.7991, 0.0798], [1.2052, -0.4847, -0.2669], [2.3132, -0.0825, 0.0174], [-0.2627, -0.9252, 0.0731], [-0.3332, -1.5561, -1.3262], [-2.2405, -0.1974, 0.6909], [-1.4514, 0.1639, -0.7611], [-0.0168, 0.0951, -0.1440], [0.9788, -1.5050, -0.0584], [1.0123, -0.7491, 0.7288], [-0.7196, -0.1454, 0.7004], [-0.3573, -0.7616, -0.2450], [-0.6710, 0.0145, -0.3790], [0.1899, -0.0759, 0.1167], [0.1422, 0.4431, 0.0158], [0.3217, 0.5636, 0.2240], [-1.3203, 0.0645, 0.4528], [0.5165, 0.4321, 0.2405], [-0.1080, 0.0012, -0.0461], [-0.0286, 0.0239, 0.0289], [0.1181, 0.2242, -0.0491], [0.0497, 0.0769, 0.0212], [0.1786, -0.0842, -0.0399], [0.0723, 0.2319, -0.0229], [-0.2379, 0.0033, 0.0346], [0.0369, -0.0567, 0.0869], [-0.4100, -0.3130, -0.2970], [1.1175, -0.8016, 2.3790], [0.2046, -0.1385, -0.2994], [0.1826, -0.0387, 0.2807], [-2.1365, 0.7197, -2.0955], [-0.8518, 0.9661, -1.7079], [-0.1366, -0.2929, 0.1342], [0.8605, 0.1683, 1.2647], [0.2157, 0.2247, -0.0496], [-0.0809, -0.3466, -0.2028], [0.1803, -0.1857, -0.0152], [-0.0253, 0.0506, -0.1241], [-0.1604, -0.1274, -0.0638], [-0.1969, -0.0967, 0.0026], [-0.2043, 0.0944, 0.1042], [-0.1004, 0.3232, 0.1024], [0.1096, 0.0985, 0.0673], [0.3838, -0.1269, 0.0379], [0.3175, -0.0221, 0.0899], [0.0387, -0.1937, -0.1279], [-0.0097, -0.0275, 0.0493], [-0.3429, 0.1917, -1.5081], [-0.6126, 1.1658, 1.2227], [0.0561, -0.2869, 0.4069], [0.0674, -0.0219, -0.3068], [-0.1026, -0.0166, 0.4360]]
}


(3)
{
  "formula": "H20O10",
  "method": "ωB97M-V/def2-TZVPD",
  "gap_ev": 9.68,
  "homo_energy_ev": -10.209,
  "e_above_lowest_ev": 6.382,
  "multiplicity": 1,
  "symbols": ["O", "H", "H", "O", "H", "H", "O", "H", "H", "O", "H", "H", "O", "H", "H", "O", "H", "H", "O", "H", "H", "O", "H", "H", "O", "H", "H", "O", "H", "H"],
  "xyz": [[0.224, -0.640, 0.289], [-0.003, 0.191, -0.142], [0.749, -1.109, -0.369], [-1.013, -2.700, 2.931], [-1.130, -1.861, 2.470], [-0.475, -2.473, 3.697], [-2.635, 3.418, -0.010], [-2.899, 2.509, -0.192], [-2.903, 3.563, 0.904], [-3.859, -1.478, -1.700], [-3.545, -1.302, -0.806], [-3.661, -0.667, -2.182], [1.936, 1.806, 2.877], [2.541, 2.526, 3.085], [1.373, 2.166, 2.182], [5.019, -0.041, -1.921], [5.639, -0.779, -1.914], [4.599, -0.080, -1.054], [-1.854, 3.320, -1.754], [-1.447, 2.617, -1.235], [-1.106, 3.795, -2.134], [1.757, 1.357, 0.539], [1.624, 2.249, 0.198], [2.263, 0.915, -0.152], [-2.162, -2.842, 0.207], [-2.365, -2.588, 1.114], [-1.307, -3.282, 0.272], [1.379, -3.174, -1.913], [1.272, -2.887, -0.998], [1.989, -2.529, -2.290]],
  "atomic_forces_ev_per_a": [[-0.3384, -0.6134, -0.1730], [0.1531, -0.1334, 0.2117], [-0.2960, 0.0924, 0.0056], [-0.0267, 0.1223, 0.0612], [0.3066, 0.0979, 0.0013], [-0.0510, -0.0571, -0.0482], [-2.0228, 0.2114, 4.9731], [-0.4549, 0.2134, 0.1983], [-0.3374, -0.1502, 0.4767], [-0.1161, 0.4578, -0.0773], [0.1761, -0.3687, -0.1002], [-0.0886, -0.1072, -0.0527], [-0.0261, 0.6469, 1.0595], [-0.0487, -0.0943, 0.1499], [0.2044, -0.3643, 0.4392], [-0.1466, -0.1232, 0.1404], [-0.0076, 0.0681, -0.0533], [0.1623, 0.0272, -0.0280], [2.5757, -0.6136, -4.8669], [0.2579, 0.4382, -0.4238], [-0.0206, -0.1112, -0.3541], [0.0936, 0.5220, -1.4806], [0.2495, 0.1063, -0.2320], [-0.0662, 0.0288, 0.0587], [-0.1015, 0.1252, 0.1235], [0.0127, -0.3632, -0.0649], [-0.1340, 0.0631, 0.0455], [0.0752, 0.3120, 0.1601], [0.0011, -0.3203, -0.0272], [0.0154, -0.1128, -0.1225]]
}